The following is a DFT calculation (ωB97M-V/def2-TZVPD) of 14 unconnected molecules or ions with the total composition C48H123BN9O25 in a non-equilibrium geometry.

Computed properties:
lowest unoccupied orbital energy	1.6126	eV
E_tot	-117041.1851	eV
Kohn-Sham gap	8.9058	eV
energy above the lowest of the compared OMol25 structures with the same formula, charge and spin	123.8	kcal/mol
E_HOMO	-7.3	eV

ORCA input file:
```
! wB97M-V def2-TZVPD RIJCOSX def2/J DEFGRID3
* xyz -1 1
O 7.924 33.016 -18.168
C 8.764 32.147 -18.340
O 10.013 32.124 -18.046
B 10.590 30.794 -18.450
O 9.456 30.046 -18.960
C 8.424 30.774 -18.993
O 7.284 30.522 -19.383
O 11.258 30.179 -17.247
C 12.512 29.933 -17.517
O 13.323 29.549 -16.679
C 12.799 30.505 -18.975
O 11.618 30.965 -19.436
O 13.904 30.558 -19.557
C 16.213 24.498 -19.840
C 17.691 24.911 -19.867
C 18.086 25.538 -21.170
O 18.570 24.541 -22.083
C 19.072 25.045 -23.337
N 18.053 25.565 -18.617
H 15.590 25.379 -19.995
H 15.997 24.071 -18.861
H 15.933 23.753 -20.585
H 18.220 23.958 -19.865
H 18.868 26.225 -20.847
H 17.247 26.086 -21.598
H 19.529 24.216 -23.876
H 19.753 25.884 -23.196
H 18.149 25.373 -23.816
H 19.044 25.758 -18.654
H 17.669 26.499 -18.651
C 12.990 24.308 -10.223
C 12.699 25.681 -10.824
C 13.420 26.849 -10.094
O 13.091 26.874 -8.711
C 11.744 27.158 -8.379
N 12.986 25.649 -12.228
H 12.568 24.224 -9.221
H 14.050 24.057 -10.188
H 12.479 23.507 -10.758
H 11.628 25.844 -10.703
H 13.167 27.772 -10.617
H 14.507 26.798 -10.143
H 11.620 27.571 -7.378
H 11.114 26.269 -8.384
H 11.204 27.940 -8.912
H 13.954 25.396 -12.366
H 12.998 26.550 -12.686
C 2.162 20.953 -19.412
C 2.229 21.304 -20.897
C 2.487 22.813 -21.097
O 1.607 23.732 -20.477
C 1.977 25.088 -20.347
N 3.305 20.494 -21.472
H 3.117 21.030 -18.891
H 1.883 19.906 -19.302
H 1.535 21.591 -18.789
H 1.299 21.067 -21.413
H 2.462 22.885 -22.184
H 3.520 23.003 -20.806
H 1.171 25.654 -19.880
H 2.293 25.590 -21.262
H 2.874 25.161 -19.733
H 3.365 19.651 -20.919
H 4.181 20.934 -21.227
C 20.014 31.639 -23.437
C 19.087 32.835 -23.692
C 17.885 32.529 -24.618
O 18.454 32.418 -25.935
C 17.549 31.985 -26.942
N 18.593 33.299 -22.433
H 20.916 31.817 -22.851
H 20.398 31.252 -24.381
H 19.474 30.796 -23.008
H 19.640 33.745 -23.924
H 17.081 33.263 -24.655
H 17.460 31.557 -24.366
H 18.010 31.953 -27.929
H 16.798 32.769 -27.040
H 17.060 31.022 -26.799
H 17.880 33.979 -22.651
H 18.074 32.508 -22.079
C 12.303 26.765 -25.590
C 10.926 26.351 -25.958
C 9.889 26.734 -24.846
O 8.566 26.308 -25.240
C 7.535 26.733 -24.352
N 10.421 26.972 -27.184
H 12.439 26.327 -24.601
H 12.406 27.849 -25.626
H 12.979 26.282 -26.296
H 10.938 25.278 -26.146
H 9.809 27.815 -24.731
H 10.211 26.200 -23.952
H 6.577 26.308 -24.649
H 7.434 27.814 -24.262
H 7.684 26.348 -23.343
H 9.432 26.801 -27.300
H 10.475 27.975 -27.085
C 8.937 33.206 -11.934
C 8.214 34.536 -11.788
C 6.899 34.341 -10.971
O 6.138 35.508 -10.836
C 4.919 35.271 -10.152
N 9.190 35.394 -11.054
H 9.871 33.315 -12.484
H 8.324 32.504 -12.499
H 9.276 32.730 -11.014
H 8.099 35.028 -12.755
H 7.222 33.889 -10.033
H 6.258 33.606 -11.457
H 4.533 36.194 -9.718
H 5.091 34.711 -9.233
H 4.154 34.844 -10.801
H 8.812 35.295 -10.123
H 9.007 36.385 -11.124
C 1.657 31.272 -13.825
C 2.347 30.681 -15.009
C 2.988 29.362 -14.605
O 4.178 29.812 -13.944
C 4.735 28.751 -13.188
N 1.346 30.451 -15.987
H 1.392 32.327 -13.897
H 2.247 31.200 -12.911
H 0.728 30.741 -13.619
H 3.023 31.367 -15.519
H 3.374 28.780 -15.442
H 2.332 28.707 -14.031
H 5.765 29.028 -12.962
H 4.886 27.924 -13.881
H 4.164 28.391 -12.332
H 0.890 31.317 -16.236
H 1.821 30.128 -16.817
C 2.821 38.842 -17.834
C 2.742 38.883 -19.396
C 3.736 39.892 -19.906
O 3.383 40.237 -21.268
C 4.329 41.047 -21.874
N 2.905 37.484 -19.791
H 2.292 37.994 -17.398
H 2.520 39.763 -17.336
H 3.831 38.700 -17.448
H 1.746 39.253 -19.638
H 4.749 39.505 -19.797
H 3.601 40.749 -19.247
H 3.935 41.601 -22.726
H 5.167 40.392 -22.112
H 4.780 41.856 -21.298
H 2.227 36.971 -19.247
H 3.820 37.171 -19.503
C 10.788 35.012 -28.081
C 10.141 33.855 -27.300
C 9.002 34.250 -26.372
O 9.593 35.284 -25.539
C 8.575 35.835 -24.623
N 9.652 32.878 -28.231
H 11.121 35.851 -27.470
H 10.085 35.521 -28.741
H 11.485 34.623 -28.824
H 10.935 33.492 -26.647
H 8.642 33.423 -25.759
H 8.131 34.664 -26.879
H 9.034 36.710 -24.161
H 8.320 35.069 -23.891
H 7.643 36.074 -25.134
H 8.873 33.253 -28.753
H 10.385 32.724 -28.908
C 16.160 35.966 -15.903
C 15.212 35.229 -14.931
O 13.999 35.964 -14.772
O 16.645 37.274 -15.402
H 15.673 36.095 -16.869
H 17.085 35.416 -16.076
H 15.707 35.195 -13.961
H 15.019 34.212 -15.273
H 13.473 35.699 -14.013
H 17.059 37.064 -14.562
C 12.509 36.572 -20.348
C 13.208 37.210 -21.535
O 14.603 37.360 -21.264
O 12.103 37.352 -19.237
H 13.127 35.802 -19.887
H 11.638 35.985 -20.642
H 12.826 38.224 -21.648
H 12.994 36.659 -22.451
H 14.722 38.079 -20.639
H 12.372 36.892 -18.438
C 2.959 33.070 -23.708
C 1.800 31.981 -23.729
O 0.741 32.347 -24.635
O 2.442 34.386 -23.794
H 3.668 33.019 -24.534
H 3.621 33.021 -22.844
H 1.351 31.853 -22.744
H 2.325 31.076 -24.035
H 0.004 31.810 -24.336
H 2.438 34.640 -22.868
C 9.583 24.439 -16.691
C 9.072 23.827 -17.921
O 10.056 23.161 -18.718
O 9.743 23.520 -15.627
H 8.831 25.163 -16.377
H 10.445 25.044 -16.971
H 8.684 24.573 -18.615
H 8.303 23.112 -17.627
H 10.376 22.421 -18.197
H 10.549 23.837 -15.212
*
```

Löwdin atomic charge list, values in e, 99 entries: number 1, O, carries 0.11; number 2, C, carries -0.42; number 3, O, carries 0.24; number 4, B, carries -0.86; number 5, O, carries 0.27; number 6, C, carries -0.41; number 7, O, carries 0.10; number 8, O, carries 0.22; number 9, C, carries -0.38; number 10, O, carries 0.10; number 11, C, carries -0.29; number 12, O, carries 0.23; number 13, O, carries 0.09; number 14, C, carries -0.06; number 15, C, carries -0.47; number 16, C, carries -0.21; number 17, O, carries -0.20; number 18, C, carries -0.09; number 19, N, carries 0.04; number 20, H, carries 0.08; number 21, H, carries 0.07; number 22, H, carries 0.08; number 23, H, carries 0.13; number 24, H, carries 0.12; number 25, H, carries 0.13; number 26, H, carries 0.08; number 27, H, carries 0.08; number 28, H, carries 0.08; number 29, H, carries 0.06; number 30, H, carries 0.07; number 31, C, carries -0.06; number 32, C, carries -0.46; number 33, C, carries -0.19; number 34, O, carries -0.18; number 35, C, carries -0.13; number 36, N, carries 0.03; number 37, H, carries 0.07; number 38, H, carries 0.08; number 39, H, carries 0.08; number 40, H, carries 0.13; number 41, H, carries 0.12; number 42, H, carries 0.12; number 43, H, carries 0.08; number 44, H, carries 0.08; number 45, H, carries 0.09; number 46, H, carries 0.07; number 47, H, carries 0.07; number 48, C, carries -0.08; number 49, C, carries -0.43; number 50, C, carries -0.21; number 51, O, carries -0.18; number 52, C, carries -0.11; number 53, N, carries 0.03; number 54, H, carries 0.08; number 55, H, carries 0.07; number 56, H, carries 0.07; number 57, H, carries 0.13; number 58, H, carries 0.12; number 59, H, carries 0.12; number 60, H, carries 0.09; number 61, H, carries 0.08; number 62, H, carries 0.08; number 63, H, carries 0.06; number 64, H, carries 0.06; number 65, C, carries -0.06; number 66, C, carries -0.45; number 67, C, carries -0.17; number 68, O, carries -0.21; number 69, C, carries -0.12; number 70, N, carries 0.02; number 71, H, carries 0.08; number 72, H, carries 0.07; number 73, H, carries 0.08; number 74, H, carries 0.14; number 75, H, carries 0.12; number 76, H, carries 0.12; number 77, H, carries 0.08; number 78, H, carries 0.08; number 79, H, carries 0.08; number 80, H, carries 0.07; number 81, H, carries 0.07; number 82, C, carries -0.07; number 83, C, carries -0.45; number 84, C, carries -0.18; number 85, O, carries -0.21; number 86, C, carries -0.11; number 87, N, carries 0.03; number 88, H, carries 0.08; number 89, H, carries 0.09; number 90, H, carries 0.08; number 91, H, carries 0.14; number 92, H, carries 0.13; number 93, H, carries 0.12; number 94, H, carries 0.08; number 95, H, carries 0.08; number 96, H, carries 0.08; number 97, H, carries 0.06; number 98, H, carries 0.06; number 99, C, carries -0.09